A | Formula: C4H5Cl2NO2
Source: the OMol25 dataset
Level of theory: the ωB97M-V functional and the def2-TZVPD basis

## Properties
highest occupied orbital energy (spin up / spin down) = -9.40 / -7.85 eV
gap between HOMO and LUMO (spin up / spin down) = 8.92 / 6.91 eV
charge = 0
multiplicity = 1

CARTESIAN COORDINATES (ANGSTROEM)
H: 1.401 0.438 -0.624
H: -0.120 -2.500 -0.803
C: -0.783 -1.137 1.415
H: 0.529 1.184 0.774
H: -1.282 -0.255 1.786
O: -2.194 -0.446 -1.277
C: -0.773 1.215 -0.853
C: 0.518 0.387 0.011
N: -1.797 0.728 -1.236
Cl: 0.473 -1.612 2.751
H: -0.514 2.285 -1.011
Cl: -1.961 -2.611 1.143
C: 0.192 -0.917 0.306
O: 0.568 -1.899 -0.528



B | Formula: C4H5Cl2NO2
Source: the OMol25 dataset
Level of theory: the ωB97M-V functional and the def2-TZVPD basis

## Properties
highest occupied orbital energy (spin up / spin down) = -9.52 / -7.73 eV
gap between HOMO and LUMO (spin up / spin down) = 9.07 / 6.70 eV
charge = 0
multiplicity = 1

CARTESIAN COORDINATES (ANGSTROEM)
H: 2.554 -0.019 1.085
H: -0.988 0.407 -1.049
C: 0.840 1.921 0.332
N: -0.953 -0.763 1.854
O: 1.953 -0.299 0.385
C: 0.912 0.490 0.122
H: -2.049 -1.105 0.117
C: -0.163 -0.241 -0.577
O: -0.003 -0.187 2.473
Cl: 0.682 2.655 -1.431
H: 0.013 2.375 0.816
Cl: 2.196 2.535 1.206
C: -1.135 -0.851 0.613
H: 0.141 -1.114 -1.222



Most favorable structure: B. The second most favorable one is 48.7 kJ/mol above it.



A | Formula: C9H10N2
Source: the OMol25 dataset
Level of theory: the ωB97M-V functional and the def2-TZVPD basis

## Properties
structure (SMILES) = C/C=C1/[C@H]2C=N[C@@]12[C@@H](C)C#N
highest occupied orbital energy = -9.21 eV
gap between HOMO and LUMO = 9.81 eV
charge = 0
multiplicity = 1

CARTESIAN COORDINATES (ANGSTROEM)
C: 0.580 -1.783 -1.274
C: -0.248 0.495 1.466
C: -0.131 -2.920 -0.779
H: 0.652 1.991 2.857
N: -1.336 1.278 -1.040
H: -0.457 2.665 1.926
H: 0.147 -3.087 0.346
H: 1.768 1.197 -1.077
H: 0.959 2.286 1.101
C: -1.618 0.215 1.860
H: -0.399 2.374 -2.689
N: -2.670 0.047 2.284
C: -0.280 0.480 -0.215
H: 1.516 -2.029 -1.886
C: 0.776 0.918 -1.268
H: -0.028 -3.910 -1.373
H: 0.488 -0.358 1.886
C: 0.298 1.846 1.789
C: 0.300 -0.511 -1.048
H: -1.201 -2.767 -0.860
C: -0.410 1.635 -1.909



B | Formula: C9H10N2
Source: the OMol25 dataset
Level of theory: the ωB97M-V functional and the def2-TZVPD basis

## Properties
structure (SMILES) = C[C@@]1(n2cccc2)C=CC=N1
highest occupied orbital energy = -8.13 eV
gap between HOMO and LUMO = 8.57 eV
charge = 0
multiplicity = 1

CARTESIAN COORDINATES (ANGSTROEM)
C: -2.991 0.031 -0.139
H: -4.028 -0.439 -0.151
C: -1.927 -0.828 -0.191
H: 3.333 1.465 0.990
C: -1.144 1.283 -0.025
H: 0.554 -2.369 0.848
C: 2.267 0.877 -0.964
H: 1.214 0.227 2.122
C: 0.612 -0.341 -0.099
C: 0.890 -1.852 0.021
C: -2.532 1.317 0.020
C: 1.503 0.417 1.145
H: -0.577 2.164 0.032
N: -0.787 -0.032 -0.168
N: 1.290 0.142 -1.286
H: -2.010 -1.847 -0.225
H: -3.172 2.236 0.179
H: 0.384 -2.466 -0.848
H: 2.713 1.213 -1.854
C: 2.529 0.957 0.478
H: 1.880 -2.156 0.116



Most favorable structure: B. The second most favorable one is 277.9 kJ/mol above it.



A | Formula: C25H68O11
Source: the OMol25 dataset
Level of theory: the ωB97M-V functional and the def2-TZVPD basis

## Properties
structure (SMILES) = CC(C)O.CC(C)O.CC(C)O.CC(C)O.CC(C)O.CC(C)O.CC(C)O.OCCO.OCCO
highest occupied orbital energy = -9.50 eV
gap between HOMO and LUMO = 10.01 eV
charge = 0
multiplicity = 1

CARTESIAN COORDINATES (ANGSTROEM)
H: 0.839 -4.479 -1.601
H: -3.401 3.227 -5.265
H: -0.098 3.003 2.242
H: 2.798 0.733 -0.089
C: -3.480 -0.510 -0.800
H: -3.233 5.301 -3.152
H: 0.279 -0.987 -6.834
H: -1.939 -2.787 6.016
H: 0.978 0.401 -4.427
H: -1.021 -0.736 4.878
H: -1.965 3.655 0.690
H: 0.953 -2.628 -5.067
H: -4.784 4.405 -2.010
C: -0.281 -0.600 5.649
H: 3.965 0.462 -2.275
H: 4.228 -2.573 2.558
C: -0.791 2.597 2.988
H: -1.928 3.685 -4.342
H: 0.754 -3.631 5.269
H: -2.253 -1.599 -2.281
H: 2.330 -1.818 4.427
H: -2.881 2.929 4.562
O: 0.670 1.345 -2.635
H: 2.297 2.357 -1.762
H: -0.556 5.453 -1.868
C: 4.389 -0.892 5.539
H: 4.438 -0.343 3.475
H: -0.157 -1.423 -0.873
H: 1.137 -3.906 1.027
C: -1.150 -1.461 -0.465
C: 0.116 -2.047 -4.785
H: -0.006 0.745 -2.177
C: -2.644 3.153 1.402
H: -3.937 -1.404 -0.468
O: -3.104 2.923 3.651
C: 2.953 0.526 -2.716
H: 1.519 -0.311 -0.549
H: 3.732 -0.088 5.873
H: -2.704 2.128 1.196
H: -3.913 2.268 -3.070
H: 1.104 5.632 -3.770
H: 5.442 -0.721 5.784
H: 0.835 -1.712 7.071
H: -0.871 1.539 2.890
H: 4.325 -3.314 4.101
H: 0.591 -0.184 5.133
O: -3.010 2.353 -3.376
H: -0.098 -5.072 1.443
O: -4.954 4.158 -2.925
H: -2.076 0.931 -2.519
H: -1.418 0.758 -6.131
C: 1.004 4.717 -3.139
O: 2.710 -1.196 3.805
H: -4.327 5.189 -4.444
H: -0.072 3.111 -1.561
C: 1.808 0.708 -0.526
H: 2.518 -5.472 0.001
H: -1.362 -2.353 7.771
C: -2.149 -0.837 -1.433
C: -2.064 3.379 2.816
O: 0.074 3.859 -3.796
H: -1.108 -0.948 0.477
C: 0.960 -4.996 1.263
C: 0.389 5.019 -1.746
C: -1.095 -2.776 6.768
H: -4.060 0.047 -1.553
H: 3.106 0.847 -3.743
H: 0.969 5.724 -1.091
H: -1.983 -0.876 -6.028
C: 0.104 -0.786 -5.738
C: 4.692 -2.456 3.515
H: 0.519 2.990 -3.697
H: 2.546 -0.482 -2.821
H: -0.807 -3.824 6.885
H: -1.952 4.406 3.062
H: 1.257 -6.234 -2.045
O: 0.859 -2.685 5.238
C: 0.131 -1.969 6.253
H: 5.797 -2.440 3.467
H: -0.208 -5.754 -1.067
C: 1.938 1.343 -1.904
O: 0.277 3.791 -0.987
C: 4.140 -1.149 4.099
H: 4.079 -1.723 6.158
H: -1.578 -0.012 -4.545
O: 1.663 -7.106 0.459
C: 0.868 -5.558 -1.315
O: 1.152 0.127 -5.386
C: -1.264 -0.163 -5.622
H: -0.820 -2.556 -4.939
C: -3.001 3.451 -4.251
H: 1.105 1.291 0.077
H: 1.956 4.298 -3.027
H: 0.877 -7.629 0.392
O: -1.523 0.330 -2.002
H: -0.768 0.064 6.398
H: -3.669 3.512 1.350
H: -3.319 0.199 0.009
C: -3.850 4.608 -3.683
C: 1.476 -5.754 0.057
H: -1.362 -2.497 -0.206
H: 1.500 -5.265 2.117
H: 0.223 -1.713 -3.755
H: -0.367 2.757 3.986



B | Formula: C25H68O11
Source: the OMol25 dataset
Level of theory: the ωB97M-V functional and the def2-TZVPD basis

## Properties
highest occupied orbital energy = -6.00 eV
gap between HOMO and LUMO = 6.45 eV
charge = 0
multiplicity = 1

CARTESIAN COORDINATES (ANGSTROEM)
C: 4.331 -1.477 1.043
C: -2.808 -4.479 -2.350
H: -2.587 -3.894 -1.306
H: -5.702 0.146 -1.047
H: 0.304 5.684 0.856
H: 0.619 -0.025 -1.684
C: -1.623 -5.363 -2.162
H: 1.645 -1.673 4.914
H: -0.656 1.243 3.559
H: 2.275 4.011 0.766
H: -7.597 2.038 -0.004
C: -5.687 2.293 -0.476
C: -1.717 4.443 -1.890
H: 4.737 -0.662 0.409
H: 1.198 -1.629 1.375
H: -4.571 1.322 -2.029
H: -1.982 -1.632 -1.022
O: 1.618 -1.579 2.220
H: -0.637 -6.978 -1.148
H: -2.493 -7.052 -0.925
C: 2.379 -2.100 -3.690
H: -1.838 5.266 -2.475
H: 5.762 -2.460 -0.113
O: -0.781 3.123 4.283
H: 1.524 1.570 0.675
C: 1.171 -2.645 2.978
H: -1.678 0.653 0.161
H: 2.285 -0.666 1.781
H: 3.168 4.627 -0.798
O: -3.110 0.581 3.832
C: -1.419 4.798 -0.387
H: -1.239 4.013 -0.073
H: 4.826 -2.269 2.917
H: 2.890 -2.699 4.314
H: 2.892 -2.975 -3.907
O: -0.459 -4.557 -2.104
H: 2.483 -2.551 1.590
H: 1.967 -1.833 -4.609
H: 4.818 -0.899 3.147
H: -1.156 3.535 -2.166
H: 2.319 -1.536 0.128
H: -3.637 2.527 -0.309
H: -3.446 2.542 4.579
H: 1.211 -3.484 2.502
O: -2.465 5.498 0.157
H: -1.593 -0.910 1.283
H: -3.653 -4.883 -2.499
H: -1.031 1.438 5.287
H: -2.367 5.630 1.054
H: 3.217 1.261 -1.683
H: -2.630 -3.732 -3.017
H: 0.286 2.573 -0.208
H: 0.842 5.168 -0.653
C: 2.785 -1.556 1.275
O: -6.739 1.863 0.391
C: 2.220 4.056 -0.333
H: 0.156 -2.404 3.056
C: 3.253 -1.096 -3.015
H: -5.909 3.288 -0.850
C: 5.099 -1.399 2.349
H: 1.688 2.956 -2.180
H: -0.261 6.647 -0.655
H: -1.488 -6.105 0.145
O: 3.271 2.080 -1.318
H: -6.517 1.280 -2.202
H: 4.816 -1.096 -4.546
C: 1.804 -2.630 4.494
C: -2.682 1.831 3.740
H: -4.013 1.515 0.897
H: 6.405 -1.443 2.310
H: -2.751 3.897 -1.786
H: 1.452 -2.325 -2.974
O: 4.771 -2.626 0.318
C: -0.941 -1.187 -0.782
C: -1.246 1.786 4.289
H: 0.956 0.776 -0.863
H: -2.659 2.102 2.639
C: -1.165 -0.325 0.489
H: -0.954 0.735 -2.175
H: -0.135 -2.868 -1.017
C: -4.377 2.436 0.348
H: 0.001 2.997 4.624
O: 2.662 0.194 -2.994
C: -0.430 -0.346 -1.974
H: 5.014 -0.122 -3.066
H: 3.222 -1.394 -1.990
C: 1.942 2.776 -1.225
O: -0.023 -2.174 -0.434
H: -0.163 -1.151 -2.806
C: -1.564 -6.391 -0.956
H: -3.894 0.527 3.281
H: 5.182 -1.789 -3.023
H: -1.445 -6.012 -3.183
C: 4.708 -0.981 -3.426
H: 0.030 -5.232 -2.524
H: -4.484 3.175 1.214
C: 1.027 1.845 -0.393
H: -0.244 0.052 0.996
H: 2.820 0.447 -3.966
H: 1.440 4.657 -0.489
O: 1.357 -3.882 5.088
C: -0.147 5.619 -0.360
H: 1.577 -3.529 6.003
C: -5.634 1.180 -1.523



Most favorable structure: A. The second most favorable one is 2581.6 kJ/mol above it.



A | Formula: CH4I2N
Source: the OMol25 dataset
Level of theory: the ωB97M-V functional and the def2-TZVPD basis

## Properties
structure (SMILES) = [NH3+]C(I)I
highest occupied orbital energy = -14.12 eV
gap between HOMO and LUMO = 9.09 eV
charge = +1
multiplicity = 1

CARTESIAN COORDINATES (ANGSTROEM)
I: -2.295 -1.896 0.008
H: -0.298 0.136 1.231
H: 0.606 -0.785 0.188
N: 0.042 0.070 0.303
I: -2.279 1.891 0.016
H: -1.093 -0.107 -1.505
C: -1.266 -0.032 -0.371
H: 0.479 0.874 -0.031



B | Formula: CH4I2N
Source: the OMol25 dataset
Level of theory: the ωB97M-V functional and the def2-TZVPD basis

## Properties
highest occupied orbital energy = -13.98 eV
gap between HOMO and LUMO = 8.64 eV
charge = +1
multiplicity = 1

CARTESIAN COORDINATES (ANGSTROEM)
C: -0.775 1.227 -0.735
H: 1.666 -2.458 2.534
H: -1.780 1.580 -1.043
H: 0.383 -0.549 -0.336
H: -1.307 -0.740 -0.641
N: -0.504 -0.017 -0.576
I: 0.536 2.747 -0.326
I: 1.782 -1.790 1.123



Most favorable structure: A. The second most favorable one is 20.3 kJ/mol above it.